# 1
# C4H8S3

A single C4H8S3 molecule in a non-equilibrium geometry (the ωB97M-V functional and the def2-TZVPD basis, the Open Molecules 2025 dataset).

Each line ends with the Löwdin charge.
CARTESIAN COORDINATES (ANGSTROEM)
C -0.34873 1.94297 0.05137  -0.02
C -1.05133 0.83713 0.01272  -0.77
S -2.82241 0.80128 -0.05033  0.78
C -0.54461 -0.60582 0.05684  -1.22
C 1.03584 -0.67213 0.01057  -0.18
S -1.09551 -1.44008 1.53584  0.69
S -1.09637 -1.47567 -1.49978  0.64
H -0.91961 2.75149 -0.34535  0.04
H 0.77513 2.17130 0.05511  0.11
H -3.12016 2.04362 -0.31956  -0.14
H 1.51548 -1.59234 -0.16242  0.05
H 1.32397 -0.25400 0.94548  0.05
H 1.39679 0.05195 -0.84552  0.11
H -0.39367 -2.70073 1.30348  -0.04
H -2.36147 -0.80891 -1.85922  -0.10

Forces on atoms 1 to 2 (eV/Å):
C 2.03 1.28 -1.25
C -0.15 -1.74 0.48

Results
HOMO: -8.711 eV
E_LUMO: 0.54 eV
SMILES: C=C(S)C(C)(S)S
energy: -36781.381 eV


# 2
# C4H8Si

A single C4H8Si molecule in a non-equilibrium geometry (the ωB97M-V functional and the def2-TZVPD basis, the Open Molecules 2025 dataset).

Each line ends with the Löwdin charge.
CARTESIAN COORDINATES (ANGSTROEM)
C -2.61959 -0.28168 0.20665  -0.12
C -1.63331 0.47887 -0.14483  -0.23
Si 0.23843 -0.40903 -0.42594  0.74
C 1.72619 0.62448 -0.54378  -0.37
C 1.81410 -0.25174 0.68086  -0.30
H -3.53153 0.08727 0.59707  0.04
H -2.53908 -1.28104 0.39281  0.01
H -1.72087 1.54129 -0.28554  0.03
H -0.06203 -1.83123 -1.00113  -0.02
H 1.37719 1.59756 -0.34051  0.04
H 2.53073 0.57083 -1.30018  0.07
H 2.60150 -1.06180 0.54100  0.08
H 1.81828 0.21620 1.62351  0.02

Forces on atoms 1 to 2 (eV/Å):
C -0.99 1.03 0.90
C 4.18 -0.36 -0.91

Results
HOMO: -8.667 eV
E_LUMO: 1.15 eV
SMILES: C=C[SiH]1CC1
energy: -12152.343 eV


# 3
# C4H9AlB2Br2ClF6MgNO8P

A molecular structure, C4H9AlB2Br2ClF6MgNO8P in a non-equilibrium geometry (the ωB97M-V functional and the def2-TZVPD basis, the Open Molecules 2025 dataset).

Each line ends with the Löwdin charge.
CARTESIAN COORDINATES (ANGSTROEM)
C 2.68203 -0.48605 -1.70144  -0.08
O 1.66455 0.47308 -2.02694  -0.25
P 0.98823 1.14592 -0.73826  0.35
O 2.00459 1.31867 0.30008  -0.22
O 0.35990 2.60464 -1.03352  -0.63
Br -1.30796 2.54862 -1.81888  0.92
O -0.21267 0.22679 -0.07527  -0.06
B -0.64230 -0.87099 -0.81528  -1.00
N -0.96326 -0.93907 -2.18550  0.25
O -0.82637 -2.11568 -0.03580  -0.33
H 2.22853 -1.39216 -1.24938  0.06
H 3.51355 -0.07361 -1.11906  0.10
H 3.10457 -0.81205 -2.66796  0.11
H -0.73202 -0.09830 -2.70554  0.06
H -0.58027 -1.75821 -2.64849  0.11
H -0.68685 -1.91969 0.94906  -0.22
Mg 0.90497 -2.88064 1.27327  1.21
B -3.26711 2.09220 -5.42914  -1.31
F -3.98199 2.99393 -6.21420  0.11
F -1.89369 2.33823 -5.52256  -0.04
F -3.67243 2.16077 -4.11372  0.15
F -3.54938 0.74455 -5.95263  -0.06
C 1.01380 0.00417 5.85382  -0.06
C 0.11685 -1.20149 5.74788  -0.31
O 0.95571 -2.25681 6.16158  0.12
C 1.85907 -1.70510 7.03874  -0.54
O 2.53592 -2.32852 7.77535  0.21
O 1.86106 -0.34876 6.94665  0.08
F -0.26484 -1.43058 4.45551  0.02
H 1.61981 0.15328 4.95716  0.14
H 0.46433 0.91941 6.06224  0.15
H -0.76678 -1.16265 6.38681  0.18
Br -2.50260 -1.44513 1.22598  0.61
F 1.97596 2.27587 -4.00644  -0.44
Al -4.43105 0.66161 -7.67298  1.00
Cl 0.42815 2.56374 -5.40116  0.61

Forces on atoms 1 to 2 (eV/Å):
C 0.65 -0.78 -1.08
O -1.46 0.30 0.69

Results
net charge: +1
HOMO: -12.093 eV
E_LUMO: -7.21 eV
energy: -213756.149 eV